ORCA calculation (ωB97M-V/def2-TZVPD) on the molecule C18H14ClF3N4OS in a non-equilibrium geometry.

As for the spin multiplicity: 1. The calculation puts the frontier orbital gap at 8.04 eV. As for the SMILES: Cc1ccc(/C(CSc2nccn2-c2ncc(C(F)(F)F)cc2Cl)=N\O)cc1. The calculation puts the LUMO energy at 0.0 eV.

Each line ends with the Löwdin charge.
Positions of all 42 atoms, in Å:
1 C 6.177 -2.936 1.879  -0.05
2 C 4.796 -2.561 1.434  -0.28
3 C 4.473 -1.243 1.138  -0.03
4 C 3.196 -0.896 0.741  -0.01
5 C 2.211 -1.870 0.641  -0.19
6 C 2.520 -3.190 0.942  -0.02
7 C 3.803 -3.528 1.331  -0.04
8 H 4.038 -4.559 1.556  0.11
9 H 1.760 -3.954 0.857  0.12
10 C 0.851 -1.484 0.204  -0.36
11 N 0.507 -1.204 -0.981  0.03
12 O 1.499 -1.303 -1.957  -0.03
13 H 1.042 -1.074 -2.778  0.09
14 C -0.183 -1.404 1.281  -0.38
15 H 0.252 -0.966 2.179  0.09
16 H -0.577 -2.394 1.511  0.08
17 S -1.626 -0.393 0.797  1.02
18 C -0.765 1.082 0.570  -0.59
19 N 0.451 1.316 0.967  0.08
20 C 0.742 2.586 0.560  -0.12
21 C -0.307 3.128 -0.109  -0.08
22 N -1.300 2.164 -0.115  0.01
23 C -2.564 2.162 -0.649  -0.27
24 N -3.369 1.250 -0.116  0.05
25 C -4.607 1.103 -0.529  -0.04
26 C -5.144 1.905 -1.527  -0.09
27 C -4.322 2.859 -2.125  -0.01
28 C -3.014 2.993 -1.698  -0.54
29 Cl -2.009 4.127 -2.517  0.75
30 H -4.698 3.484 -2.920  0.13
31 C -6.558 1.740 -2.001  -0.59
32 F -7.333 1.111 -1.110  0.15
33 F -7.147 2.917 -2.266  0.14
34 F -6.626 1.025 -3.139  0.14
35 H -5.182 0.331 -0.038  0.13
36 H -0.440 4.101 -0.527  0.07
37 H 1.695 3.021 0.784  0.10
38 H 2.946 0.129 0.515  0.11
39 H 5.233 -0.478 1.215  0.11
40 H 6.466 -3.901 1.469  0.08
41 H 6.212 -3.009 2.966  0.08
42 H 6.902 -2.188 1.566  0.07


ORCA calculation (ωB97M-V/def2-TZVPD) on a 4-piece molecular cluster, C2H14NO4 overall in a non-equilibrium geometry.

As for the charge: +1. As for the spin multiplicity: 1. The calculation puts the frontier orbital gap at 11.68 eV. The calculation puts the LUMO energy at -3.0 eV.

Each line ends with the Löwdin charge.
Positions of all 21 atoms, in Å:
1 C 1.817 0.873 0.412  -0.19
2 O 0.832 0.380 1.345  -0.08
3 C 1.545 0.169 -0.920  -0.10
4 N 0.058 0.172 -1.227  0.18
5 H 2.792 0.557 0.763  0.13
6 H 1.649 1.955 0.383  0.13
7 H 1.320 0.038 2.093  0.09
8 H 2.142 0.537 -1.763  0.14
9 H 1.757 -0.889 -0.738  0.13
10 H -0.482 0.904 -0.749  0.10
11 H -0.470 -0.688 -0.943  0.12
12 H -0.077 0.156 -2.235  0.17
13 H -2.341 2.191 -0.594  0.06
14 H -1.768 3.005 0.512  0.07
15 O -1.491 2.472 -0.241  -0.04
16 H 0.659 -2.071 1.484  0.03
17 H -0.467 -3.003 1.740  0.06
18 O -0.133 -2.414 1.052  -0.05
19 H -2.293 -1.985 0.427  0.04
20 H -2.814 -0.799 -0.372  0.05
21 O -2.234 -1.561 -0.429  -0.05


ORCA calculation (ωB97M-V/def2-TZVPD) on a 2-piece molecular cluster, C4H8O3 overall in a non-equilibrium geometry.

As for the spin multiplicity: 1. The calculation puts the frontier orbital gap at 9.15 eV. As for the SMILES: C/C(O)=C/O.C=O. The calculation puts the LUMO energy at 0.6 eV.

Each line ends with the Löwdin charge.
Positions of all 15 atoms, in Å:
1 C -2.221 -2.354 -1.458  -0.14
2 C 0.003 0.046 0.469  -0.16
3 C 0.923 0.971 0.526  -0.33
4 C 1.886 1.395 -0.535  -0.02
5 O -1.503 -1.830 -2.274  -0.01
6 O -0.841 -0.245 1.516  -0.02
7 O 1.006 1.711 1.794  -0.03
8 H -3.096 -2.963 -1.751  0.08
9 H -2.225 -2.277 -0.348  0.08
10 H -0.259 -0.571 -0.469  0.14
11 H 2.822 1.443 0.069  0.11
12 H 1.474 2.260 -0.977  0.07
13 H 2.103 0.743 -1.273  0.04
14 H -0.807 0.517 2.135  0.09
15 H 0.735 1.155 2.576  0.10


ORCA calculation (ωB97M-V/def2-TZVPD) on a 2-piece molecular cluster, C31H33NO4 overall in a non-equilibrium geometry.

As for the spin multiplicity: 1. The calculation puts the frontier orbital gap at 7.69 eV. As for the SMILES: c1ccc2c(C[C@H]3CC4CCN3CC4)cccc2c1.CC1(C)OC(=O)C(=Cc2ccccc2)C(=O)O1. The calculation puts the LUMO energy at -0.4 eV.

Each line ends with the Löwdin charge.
Positions of all 69 atoms, in Å:
1 C -2.923 1.435 -4.282  0.01
2 C -3.824 0.601 -3.395  -0.53
3 C -5.229 0.488 -3.993  0.02
4 O -3.301 -0.723 -3.174  0.07
5 C -2.230 -0.878 -2.297  -0.42
6 O -1.737 -1.983 -2.185  0.11
7 C -1.842 0.303 -1.557  -0.12
8 C -0.661 0.354 -0.753  0.04
9 C -0.297 1.871 -0.597  -0.12
10 C -0.739 2.774 -1.593  -0.03
11 C -0.502 4.153 -1.521  -0.06
12 C 0.309 4.694 -0.516  -0.08
13 C 0.806 3.827 0.445  -0.07
14 C 0.403 2.494 0.458  -0.07
15 C -3.011 1.195 -1.213  -0.44
16 O -3.152 1.794 -0.158  0.10
17 O -4.039 1.228 -2.114  0.08
18 H -1.878 1.387 -3.964  0.08
19 H -2.990 1.059 -5.310  0.10
20 H -3.279 2.473 -4.271  0.11
21 H -5.869 -0.095 -3.325  0.10
22 H -5.649 1.495 -4.089  0.10
23 H -5.181 0.011 -4.975  0.09
24 H 0.189 -0.230 -1.195  0.15
25 H -1.317 2.416 -2.442  0.08
26 H -0.952 4.798 -2.267  0.10
27 H 0.561 5.761 -0.499  0.11
28 H 1.501 4.162 1.217  0.11
29 H 0.686 1.949 1.363  0.07
30 C 6.783 -0.944 1.054  -0.09
31 C 6.154 -2.158 0.829  -0.04
32 C 4.753 -2.234 0.653  -0.17
33 C 4.114 -3.458 0.351  -0.04
34 C 2.761 -3.504 0.057  -0.06
35 C 1.989 -2.324 0.117  -0.05
36 C 2.544 -1.164 0.638  -0.14
37 C 1.647 0.001 1.043  -0.11
38 C 0.237 -0.375 1.623  -0.36
39 C -0.512 0.421 2.664  -0.10
40 C -1.482 -0.626 3.259  -0.26
41 C -2.731 -0.519 2.410  -0.15
42 C -2.304 -0.905 1.024  -0.13
43 N -0.740 -0.989 0.724  0.01
44 C -0.703 -2.480 1.654  -0.05
45 C -0.965 -2.112 3.105  -0.12
46 C 3.967 -1.032 0.736  -0.11
47 C 4.644 0.208 0.897  -0.02
48 C 6.026 0.250 1.081  -0.08
49 H 7.863 -0.899 1.206  0.10
50 H 6.735 -3.079 0.759  0.11
51 H 4.734 -4.356 0.311  0.11
52 H 2.286 -4.445 -0.204  0.11
53 H 0.944 -2.313 -0.201  0.10
54 H 2.186 0.578 1.827  0.13
55 H 1.636 0.655 0.155  0.10
56 H 0.676 -1.144 2.278  0.11
57 H 0.198 0.781 3.422  0.13
58 H -1.066 1.272 2.225  0.12
59 H -1.698 -0.410 4.307  0.14
60 H -3.520 -1.205 2.726  0.12
61 H -3.153 0.495 2.384  0.12
62 H -2.685 -1.902 0.759  0.12
63 H -2.800 -0.248 0.328  0.08
64 H -1.457 -3.121 1.187  0.11
65 H 0.301 -2.869 1.511  0.08
66 H -0.064 -2.239 3.725  0.12
67 H -1.748 -2.769 3.492  0.12
68 H 4.067 1.138 0.843  0.11
69 H 6.529 1.208 1.246  0.10


ORCA calculation (ωB97M-V/def2-TZVPD) on C27H19MnN3O3P as an isolated structure.

As for the charge: +1. As for the spin multiplicity: 2. The calculation puts the frontier orbital gap (spin up / spin down) at 5.09 / 7.60 eV. As for the expectation value of S²: 1.17. The calculation puts the LUMO energy (spin up / spin down) at -6.6 / -4.1 eV.

Each line ends with the Mulliken spin population.
Positions of all 54 atoms, in Å:
1 Mn 0.422 0.620 0.218  1.73
2 C 0.784 0.890 6.368  -0.02
3 C -0.442 0.261 6.202  0.00
4 C -0.961 0.079 4.930  -0.01
5 C -0.247 0.539 3.822  -0.02
6 C 0.988 1.168 3.989  -0.01
7 C 1.496 1.342 5.265  0.01
8 P -0.955 0.409 2.177  -0.25
9 C -2.256 -0.816 2.203  -0.01
10 C -3.547 -0.494 1.790  -0.01
11 C -4.534 -1.469 1.805  0.01
12 C -4.227 -2.758 2.214  -0.02
13 C -2.935 -3.082 2.614  0.01
14 C -1.945 -2.116 2.607  -0.02
15 C -1.500 1.996 1.556  0.02
16 C -2.354 3.009 1.978  -0.01
17 C -2.431 4.144 1.186  0.02
18 C -1.656 4.278 0.031  -0.02
19 C -0.771 3.286 -0.370  0.04
20 C -0.723 2.143 0.417  -0.24
21 H 1.187 1.027 7.362  0.00
22 H -0.996 -0.089 7.062  0.00
23 H -1.917 -0.412 4.803  0.00
24 H 1.553 1.510 3.132  0.00
25 H 2.453 1.828 5.398  0.00
26 H -3.787 0.510 1.460  0.00
27 H -5.534 -1.224 1.476  0.00
28 H -4.997 -3.518 2.216  0.00
29 H -2.700 -4.091 2.928  0.00
30 H -0.939 -2.370 2.920  0.00
31 H -2.949 2.912 2.878  0.00
32 H -3.103 4.945 1.464  0.00
33 H -1.741 5.182 -0.556  0.00
34 H -0.155 3.399 -1.251  0.00
35 O 4.708 0.936 1.677  0.00
36 C 5.015 1.187 0.389  0.00
37 C 6.339 1.261 -0.039  0.00
38 C 6.633 1.522 -1.361  0.00
39 C 5.619 1.716 -2.299  0.00
40 C 4.310 1.643 -1.887  0.00
41 C 3.985 1.374 -0.548  0.00
42 C 2.579 1.303 -0.205  -0.01
43 O 1.650 1.407 -1.081  -0.01
44 O 2.137 1.046 0.984  -0.02
45 H 5.520 0.827 2.185  0.00
46 H 7.136 1.113 0.680  0.00
47 H 7.669 1.576 -1.670  0.00
48 H 5.861 1.921 -3.332  0.00
49 H 3.500 1.787 -2.588  0.00
50 N -4.952 -1.922 -1.313  -0.05
51 C -3.808 -1.852 -1.425  0.02
52 N -2.495 -1.829 -1.600  -0.08
53 C -1.642 -1.110 -1.086  0.06
54 N -0.715 -0.512 -0.631  -0.12


ORCA calculation (ωB97M-V/def2-TZVPD) on a 2-piece molecular cluster, C3H8NS overall in a non-equilibrium geometry.

As for the charge: -1. As for the spin multiplicity: 1. The calculation puts the frontier orbital gap at 6.53 eV. The calculation puts the LUMO energy at 4.0 eV.

Each line ends with the Löwdin charge.
Positions of all 13 atoms, in Å:
1 C -1.706 1.289 -0.896  -0.71
2 S -2.675 1.180 0.676  0.01
3 H -2.120 1.986 -1.632  -0.02
4 H -1.651 0.252 -1.265  -0.02
5 H -0.701 1.735 -0.707  -0.01
6 C 2.250 -0.967 0.084  -0.08
7 C 1.229 -0.467 0.791  -0.34
8 N -0.092 -0.783 0.631  0.01
9 H 2.104 -1.846 -0.530  0.02
10 H 3.253 -0.542 0.062  0.02
11 H 1.284 0.315 1.571  0.11
12 H -0.148 -1.763 0.372  0.08
13 H -1.027 -0.389 0.841  -0.05